Entry 1:
2 unconnected molecules or ions with the total composition C20H26N2O4S, computed with the ωB97M-V functional and the def2-TZVPD basis.

The geometry in XYZ format:
```
53
Properties=species:S:1:pos:R:3:forces:R:3
C -0.560 0.043 3.615 0.18 0.56 0.75
H 0.722 -0.897 5.351 -1.98 1.78 -0.22
H 2.071 -0.904 -2.754 -2.09 -0.58 -0.74
O -1.753 4.683 4.521 8.69 -3.12 1.38
H -1.980 1.612 -8.118 0.07 -0.15 0.03
O -1.217 -2.748 -2.783 4.41 2.18 2.90
O 0.090 3.883 6.022 -1.65 0.00 -2.77
H 0.236 -0.680 -0.352 -0.59 -2.19 0.11
C 2.137 -2.992 0.729 7.10 -3.90 -4.39
C -1.539 0.637 -7.923 0.07 -0.13 0.04
C 1.745 4.901 3.284 -1.50 -1.16 0.53
C 0.617 -0.594 2.611 -1.47 0.80 1.17
C -0.485 4.226 4.700 -4.40 0.25 -0.96
C -2.077 -0.185 -6.933 0.16 -0.04 -0.09
C -0.046 0.004 5.205 0.29 0.48 -0.21
C -0.244 2.490 6.398 -0.14 -1.10 -0.49
H 1.298 1.835 4.705 -1.19 -0.61 1.79
H 2.715 4.465 3.820 -2.58 1.94 0.22
S 0.173 -2.465 -2.089 -2.88 -5.77 -5.14
C -1.514 -1.437 -6.684 0.03 0.09 -0.06
H -0.111 2.407 7.559 -0.21 0.36 -2.33
H -0.012 0.854 -9.427 -0.07 -0.09 0.10
C 0.490 -2.727 0.851 0.86 -0.86 0.64
C 0.961 -1.066 -3.090 0.12 1.81 0.49
H 1.606 1.133 6.433 -1.77 0.42 -1.75
N -3.081 -1.767 -0.055 12.60 -0.19 -0.65
H 0.359 -0.077 -2.804 1.16 -2.24 -0.55
H -1.368 2.282 6.134 2.12 0.38 0.48
H 1.631 -0.433 3.202 -1.96 -0.61 -1.58
C -0.417 -1.867 -7.428 -0.02 0.14 -0.01
C -1.770 -1.788 -0.143 -8.68 0.26 0.12
C -0.436 0.210 -8.661 -0.06 -0.13 0.12
H 0.019 -2.846 -7.238 -0.08 0.14 -0.02
O 0.951 -3.803 -2.152 -1.36 5.04 1.25
H -0.079 -3.773 0.781 1.70 2.15 -0.08
C 0.457 4.110 3.326 1.63 1.21 0.89
C 0.124 -1.044 -8.416 -0.13 0.10 0.08
H -0.791 1.180 3.358 0.56 -2.36 0.43
N 3.309 -3.441 0.330 -10.95 4.48 4.06
C 0.756 1.388 5.643 0.18 -0.29 0.59
H -0.984 -0.079 5.906 1.90 -0.19 -1.27
H -1.586 -0.530 3.509 2.19 1.07 0.13
H -0.899 -2.422 2.667 2.23 0.87 -0.82
H 0.894 -2.825 3.092 -1.50 1.34 -1.71
C -0.111 -1.797 -0.358 -1.89 0.63 1.68
H -1.932 -2.076 -5.911 0.06 0.07 -0.08
H -2.935 0.150 -6.355 0.12 -0.06 -0.08
H 1.791 5.967 2.759 0.36 -3.15 -0.17
H 0.827 -1.210 -4.252 0.22 -0.30 2.58
H 0.981 -1.379 -8.994 -0.12 0.05 0.08
H 0.147 3.473 2.388 -0.72 2.61 1.61
H 0.606 0.082 1.656 0.20 -1.57 1.60
C 0.214 -2.163 2.367 0.76 -0.45 0.35
```
Positions in Å, forces in eV/Å.

Summary:
electronic energy = -43150.207 eV
max |F| = 0.245 hartree/bohr
structure (SMILES) = C=CC(=O)OCCCCCC[C@H](C#N)[C@H](C#N)S(C)(=O)=O.c1ccccc1
net charge = 0
orbital gap = 0.256 hartree
LUMO = -1.6 eV
energy above the lowest of the compared OMol25 structures with the same formula, charge and spin = 457.3 kcal per mole
highest occupied orbital energy = -8.612 eV

---

Entry 2:
H3INP in the gas phase, computed with the ωB97M-V functional and the def2-TZVPD basis.

The geometry in XYZ format:
```
6
Properties=species:S:1:pos:R:3:forces:R:3
N -0.779 -0.349 0.257 -1.34 1.02 1.43
H -0.493 -1.062 0.913 1.10 -0.38 -0.13
H 0.087 0.946 -1.610 0.04 0.48 1.30
I 2.483 -0.331 -0.138 3.16 -1.68 0.29
P 0.371 0.862 -0.162 -3.84 0.30 -1.55
H -1.669 -0.066 0.740 0.88 0.26 -1.33
```
Positions in Å, forces in eV/Å.

Summary:
<S²> = 2.0065
electronic energy = -18925.078 eV
max |F| = 0.081 hartree/bohr
net charge = 0
orbital gap (spin up / spin down) = 0.225 / 0.246 hartree
LUMO (spin up / spin down) = 0.7 / -2.7 eV
energy above the lowest of the compared OMol25 structures with the same formula, charge and spin = 0.0 kcal per mole
highest occupied orbital energy (spin up / spin down) = -5.409 / -9.443 eV
multiplicity = 3

---

Entry 3:
A molecular structure, C23H15Co2N2O6, computed with the ωB97M-V functional and the def2-TZVPD basis.

The geometry in XYZ format:
```
48
Properties=species:S:1:pos:R:3:forces:R:3
H -0.726 -0.141 -4.225 0.48 -0.39 -0.06
C -1.627 2.550 -3.571 0.07 -0.04 0.20
C 1.645 2.715 1.127 0.00 1.31 2.20
C -0.467 2.738 -1.345 1.17 -2.22 0.08
Co -0.951 1.701 2.064 -4.55 1.90 -0.80
C 1.045 -0.887 3.272 0.64 -1.08 -0.98
H 6.537 0.737 0.133 -0.29 0.36 0.14
C 1.280 -0.328 -0.845 0.27 -0.08 -0.02
H -1.142 3.415 -4.040 0.06 -0.21 0.05
C -0.226 0.778 -2.381 0.11 0.73 -0.03
C 0.892 -1.200 -3.107 -0.60 0.51 -0.03
C -1.014 0.021 1.489 0.85 -1.97 -2.34
C 1.576 -1.233 -1.873 -0.30 0.11 0.60
Co -0.107 0.273 3.929 -1.26 -0.11 -0.11
O 0.182 0.858 6.748 0.19 -0.12 -0.69
C 0.371 2.001 3.355 1.82 -0.01 1.93
H 1.650 -0.412 0.179 0.36 -0.07 -0.45
O 1.700 -1.727 2.815 -0.38 0.77 0.59
H 4.966 1.316 -1.716 -0.06 -0.05 0.22
C 5.249 1.589 1.675 -0.10 -0.20 -0.22
C -0.087 -0.211 -3.344 0.34 -0.48 -0.08
C -2.713 1.560 2.045 -2.19 0.03 1.68
H 6.002 1.450 2.465 -0.49 0.04 -0.29
C 0.469 0.762 -1.155 -1.07 0.77 -1.14
C 5.584 1.230 0.355 0.01 0.24 0.11
N -0.850 2.036 -2.451 -0.11 -0.47 -0.70
C 3.431 2.017 -0.390 -0.07 0.11 0.13
H -2.628 2.869 -3.254 0.18 -0.20 0.02
O -1.281 -1.011 1.026 0.12 0.89 0.85
O -2.734 -1.005 4.140 0.69 0.73 -0.36
H 2.342 -1.993 -1.687 -0.45 0.14 -0.09
C 3.982 2.104 1.967 -0.10 -0.14 -0.47
H -1.723 1.751 -4.306 -0.07 0.20 0.01
H 0.413 2.771 4.146 0.29 -0.02 -0.77
O -1.943 4.178 0.893 0.69 -0.30 0.29
H 1.339 3.567 0.520 -0.06 -0.85 -0.54
H 3.719 2.404 2.986 0.05 -0.23 -0.36
C 0.106 0.644 5.613 -0.35 0.21 1.02
O -3.869 1.575 1.946 1.44 -0.20 -0.36
C 4.692 1.516 -0.680 0.15 -0.26 0.33
C -1.442 3.235 1.340 -0.30 -0.08 -0.04
C 0.796 2.270 2.086 3.21 1.03 -0.13
H 2.705 2.161 -1.186 0.21 0.10 0.09
N 0.271 1.984 -0.535 -1.35 0.61 -2.13
C 3.022 2.272 0.930 1.29 0.29 0.74
C -1.715 -0.471 4.010 -0.44 -1.33 1.12
H -0.710 3.797 -1.286 0.03 -0.36 0.46
H 1.111 -1.965 -3.862 -0.17 0.39 0.31
```
Positions in Å, forces in eV/Å.

Summary:
electronic energy = -114609.898 eV
max |F| = 0.097 hartree/bohr
net charge = -1
orbital gap = 0.212 hartree
LUMO = 2.5 eV
energy above the lowest of the compared OMol25 structures with the same formula, charge and spin = 55.1 kcal per mole
highest occupied orbital energy = -3.283 eV